21
Properties=species:S:1:pos:R:3:forces:R:3 method="wB97M-V/def2-TZVPD" energy_ev=-28913.4189 charge=-1 homo_ev=-4.9 gap_ev=8.518
C -0.670 -1.664 -0.363 -1.88 1.34 0.39
C 2.282 -2.972 1.641 1.19 -0.76 1.94
C -1.516 0.252 0.826 -0.87 0.57 -0.28
C -0.180 -2.827 -0.637 2.48 -0.60 -2.46
C -0.872 2.247 2.169 2.04 -0.78 -1.33
C -0.698 1.456 0.793 -2.33 4.37 1.06
N -1.340 -0.649 -0.192 1.17 -1.64 -1.01
O 1.784 0.145 1.000 -0.20 -0.78 0.04
O 3.095 -2.872 2.449 -1.24 -0.05 -1.33
O -2.392 0.106 1.631 -1.00 -0.75 0.89
O 3.825 -0.293 -0.170 -0.03 -0.73 0.11
O 1.760 -0.706 -1.515 1.41 0.63 0.42
S 2.496 -0.848 0.179 0.86 2.17 -1.92
H -0.724 -3.752 -0.587 -0.28 0.03 0.53
H 2.511 -0.230 -1.981 -1.21 -0.75 0.89
H 0.759 -2.847 -1.322 -1.59 0.19 1.62
H -0.159 1.724 2.785 -0.34 -0.19 1.12
H -1.868 2.335 2.537 -0.63 -0.51 0.25
H -0.469 3.254 2.120 0.12 0.24 -0.47
H -0.918 2.305 0.079 -0.30 -1.73 -0.22
H 0.256 1.136 0.618 2.65 -0.26 -0.26